(1)
DFT (ωB97M-V/def2-TZVPD) results for a cluster of 2 separate species, C5H9NO2 in total in a non-equilibrium geometry.

Properties
Energy in eV: -10909.43512
Energy relative to the best compared isomer or geometry (same formula, charge and spin) in kJ/mol: 689.0
Kohn-Sham gap in eV: 6.76
Total charge: 0
2S+1: 1

Positions of all 17 atoms, in Å:
C -1.19 -0.15 1.49
N 1.35 0.17 0.80
C 0.43 -1.19 -1.65
C -0.33 0.11 -1.98
C 0.17 0.41 0.90
C 1.05 1.31 1.90
O 0.98 1.06 3.08
O -1.61 -1.02 0.62
H -1.86 0.73 1.58
H 1.48 -0.97 -1.43
H 0.53 -1.86 -2.51
H -0.77 0.16 -2.98
H -0.02 -1.64 -0.77
H -1.10 0.29 -1.23
H -0.99 -0.57 2.48
H 1.45 2.29 1.63
H 0.44 0.88 -1.91

=====

(2)
DFT (ωB97M-V/def2-TZVPD) results for the molecule C5H9NO2 in a non-equilibrium geometry.

Properties
Energy in eV: -10914.88082
Energy relative to the best compared isomer or geometry (same formula, charge and spin) in kJ/mol: 163.5
Kohn-Sham gap in eV: 9.83
Structure (SMILES): CN(C=O)/C=C\CO
Total charge: 0
2S+1: 1

Positions of all 17 atoms, in Å:
C 2.35 -0.19 0.23
N 0.94 0.11 0.06
C 0.62 1.45 -0.04
O -0.44 1.95 -0.44
C 0.13 -0.90 -0.55
C -1.17 -1.03 -0.42
C -2.07 -0.35 0.56
O -2.72 0.70 -0.06
H 2.77 -0.75 -0.56
H 2.54 -0.72 1.17
H 2.89 0.79 0.13
H 1.39 2.16 0.24
H 0.72 -1.51 -1.19
H -1.62 -1.88 -1.01
H -1.50 -0.02 1.45
H -2.80 -1.11 0.84
H -2.03 1.31 -0.40

=====

(3)
DFT (ωB97M-V/def2-TZVPD) results for the molecule C5H9NO2 in a non-equilibrium geometry.

Properties
Energy in eV: -10913.50334
Energy relative to the best compared isomer or geometry (same formula, charge and spin) in kJ/mol: 296.4
Kohn-Sham gap in eV: 10.34
Structure (SMILES): OCC[C@H]1CC=NO1
Total charge: 0
2S+1: 1

Positions of all 17 atoms, in Å:
O -1.64 -1.68 -0.89
C -0.28 -1.59 -0.66
C 0.09 -1.14 0.74
C -0.15 0.39 0.94
C 1.04 1.27 0.48
C 0.48 1.82 -0.81
N -0.72 1.50 -1.02
O -1.22 0.78 0.04
H -1.88 -0.77 -1.08
H 0.08 -2.61 -0.65
H 0.23 -1.10 -1.49
H 1.08 -1.28 1.06
H -0.53 -1.76 1.40
H -0.54 0.69 1.90
H 1.20 2.14 1.10
H 1.91 0.68 0.28
H 0.86 2.67 -1.35

=====

(4)
DFT (ωB97M-V/def2-TZVPD) results for a structure of composition C5H9NO2 in a non-equilibrium geometry.

Properties
Energy in eV: -10911.67015
Energy relative to the best compared isomer or geometry (same formula, charge and spin) in kJ/mol: 473.3
Kohn-Sham gap in eV: 9.39
Total charge: 0
2S+1: 1

Positions of all 17 atoms, in Å:
C 1.04 -0.34 1.06
C 0.99 0.32 -0.85
C 0.71 -1.76 1.06
H 2.08 -0.05 1.20
H 0.34 0.33 1.54
H 0.19 -2.07 1.97
H -0.10 -1.91 0.28
H 1.40 1.29 -0.56
H 1.77 -0.39 -1.09
H 0.62 0.50 -1.86
H 1.56 -2.40 0.83
C -1.60 1.36 -0.82
O -2.46 1.60 0.19
C -1.02 -0.01 -0.73
O -1.29 2.17 -1.65
N -1.44 -1.12 -0.66
H -2.80 2.50 0.09

=====

(5)
DFT (ωB97M-V/def2-TZVPD) results for a structure of composition C5H9NO2 in a non-equilibrium geometry.

Properties
Energy in eV: -10910.33746
Energy relative to the best compared isomer or geometry (same formula, charge and spin) in kJ/mol: 601.9
Kohn-Sham gap in eV: 9.83
Total charge: 0
2S+1: 1

Positions of all 17 atoms, in Å:
C -1.01 -0.13 -0.72
C -0.28 0.88 0.37
C 1.13 1.37 -0.17
C 1.12 -1.22 -0.27
C -0.25 -1.11 0.23
H -2.48 0.38 0.36
H -0.86 0.09 -1.89
H -1.10 1.65 0.77
H 1.70 2.01 0.65
H 0.69 1.99 -1.27
H 1.69 -1.63 0.71
H 1.27 -1.94 -1.14
H -1.04 -1.90 0.20
H 0.50 -0.40 2.04
N -0.30 -0.11 1.36
O -2.32 0.06 -0.55
O 1.54 0.02 -0.66

=====

(6)
DFT (ωB97M-V/def2-TZVPD) results for the molecule C5H9NO2 in a non-equilibrium geometry.

Properties
Energy in eV: -10914.18332
Energy relative to the best compared isomer or geometry (same formula, charge and spin) in kJ/mol: 230.8
Kohn-Sham gap in eV: 9.32
Structure (SMILES): C=C[C@](C)(O)C(N)=O
Total charge: 0
2S+1: 1

Positions of all 17 atoms, in Å:
C 2.17 0.04 -0.88
C 1.18 -0.62 -0.29
C -0.19 0.00 0.51
C 0.03 1.48 0.74
O -0.59 -0.71 1.66
C -1.04 -0.29 -0.68
N -2.06 -1.15 -0.58
O -0.45 -0.07 -1.76
H 1.99 0.95 -1.44
H 3.15 -0.41 -0.97
H 1.35 -1.61 0.11
H 0.22 1.99 -0.20
H -0.87 1.93 1.19
H 0.89 1.63 1.39
H -0.96 -0.09 2.30
H -2.33 -1.51 0.32
H -2.47 -1.55 -1.41